This record from the OMol25 dataset describes C58H127F21N6O28PdS7 as an isolated structure. The level of theory is the ωB97M-V functional and the def2-TZVPD basis.

## Properties
Orbital gap (alpha / beta) ... 5.4 / 5.4 eV
Multiplicity ... 3
Lowest unoccupied orbital energy (alpha / beta) ... -1.078 / -1.078 eV
HOMO (alpha / beta) ... -6.4941 / -6.4618 eV
⟨S²⟩ ... 2.00
Largest force on an atom ... 4.42 eV/Å
Net charge ... 0

CARTESIAN COORDINATES (ANGSTROEM)
O  -4.82  -4.74  0.64
C  -0.66  6.93  0.29
H  1.25  -6.28  -5.01
C  0.20  -1.21  0.88
C  8.30  -0.36  -1.43
H  3.34  -5.65  -4.48
H  4.63  -0.56  3.61
H  0.78  -0.46  0.34
O  5.23  -0.80  -3.78
F  -3.34  -2.17  -4.83
H  2.14  -5.80  -0.76
H  -5.77  -2.69  -0.56
H  9.06  -1.60  0.81
H  -5.66  0.02  -1.96
C  4.27  -5.64  -0.61
H  -2.67  0.83  0.60
H  -0.55  4.85  -0.26
O  -4.61  5.45  6.12
H  -0.08  3.78  2.65
H  2.56  -3.80  -2.08
C  -0.84  9.45  0.89
H  -7.51  1.83  -2.65
F  3.20  -0.38  -1.71
O  -1.93  -1.88  1.70
H  9.92  -4.20  -0.56
H  10.00  -1.73  -3.61
H  9.24  -0.25  -1.98
C  -1.52  1.05  -4.11
C  -2.17  4.08  -4.19
H  -0.07  3.68  -4.43
H  7.48  0.02  -2.05
C  9.48  -3.65  0.27
C  -6.10  3.51  4.74
H  10.28  -3.66  1.01
H  10.25  -1.76  -0.42
H  -3.39  8.79  1.37
C  6.46  -1.57  0.83
C  -7.68  -3.31  0.25
C  -2.12  8.37  -1.02
H  -7.81  2.91  -1.28
H  2.98  -7.31  -0.49
C  -2.79  7.88  1.29
S  -1.40  -1.53  5.84
C  3.77  0.75  -2.12
H  5.42  -1.69  1.15
H  -1.54  0.99  1.92
C  4.34  0.49  3.59
H  0.59  2.28  -6.63
H  0.08  0.44  -2.73
H  4.88  1.00  2.79
H  1.20  -7.75  -2.16
H  -2.50  1.50  -3.99
H  -0.76  4.06  -5.89
O  -3.42  4.19  4.27
F  -3.46  -4.94  -2.16
O  -6.83  -0.39  -5.64
C  -2.36  7.54  2.75
O  5.57  1.66  -4.03
H  -7.18  -1.65  -1.06
H  -4.58  -2.42  1.62
C  9.79  -2.69  -3.13
H  0.43  1.49  4.75
H  5.18  -6.19  -0.88
O  -4.62  -0.37  -6.65
H  7.22  -1.73  1.60
H  1.98  2.06  1.55
H  2.60  4.02  4.58
H  0.17  7.30  -0.31
H  -0.28  6.72  1.29
C  -7.41  0.83  2.14
O  1.29  -6.09  1.43
N  2.83  -6.64  -2.59
C  -7.57  -0.58  1.42
C  0.45  9.93  0.15
C  2.45  2.70  6.21
C  -2.03  1.75  -6.51
C  3.33  -5.41  -3.42
C  1.30  -6.90  -2.84
C  2.78  -4.00  2.48
H  -3.33  7.06  0.81
F  -1.48  -4.65  -1.25
F  -4.96  -2.09  -3.28
F  -4.64  -6.99  2.88
C  -0.23  3.31  3.62
C  0.59  -2.71  -3.41
N  2.17  2.05  3.68
O  -4.00  -4.16  4.04
H  -1.41  8.28  -1.84
H  3.54  -7.84  -4.14
H  0.75  -6.01  -2.56
H  -1.56  5.79  -1.34
S  4.61  0.51  -3.86
H  -2.98  7.70  -1.13
H  -3.04  4.00  -4.85
C  -3.61  4.34  -2.25
H  -7.12  1.60  1.43
H  -1.89  8.37  3.28
H  -8.19  -0.44  0.53
H  -6.67  0.85  2.94
H  6.48  -0.48  0.87
H  -1.27  3.02  3.58
C  0.62  2.01  3.81
H  3.01  3.33  6.90
H  -0.38  -2.61  -3.89
C  2.85  2.98  4.79
F  2.66  -3.13  3.51
C  -5.49  -1.92  1.95
C  9.30  -2.18  -0.08
O  2.97  1.37  6.51
H  1.41  2.86  6.48
C  2.63  -4.04  -3.14
H  -2.04  5.16  -4.10
C  2.75  0.57  3.60
H  9.81  -3.43  -3.93
C  -1.32  -0.98  0.83
H  4.41  -4.69  -1.12
C  0.43  1.56  -5.83
F  -2.27  0.39  4.32
H  -1.94  2.39  -7.39
N  -1.55  8.17  0.36
H  2.20  3.69  2.22
C  2.50  2.65  2.31
O  0.16  -4.42  2.82
H  1.38  -7.90  -4.85
H  0.51  -2.57  -2.33
O  -1.73  -2.14  7.15
H  0.02  4.09  4.34
F  -5.82  2.47  5.55
O  -0.13  -0.78  5.83
H  0.37  1.28  3.05
H  4.47  -5.62  0.47
F  -3.79  -1.01  4.74
H  0.43  -0.59  -5.42
C  -2.78  -0.32  5.34
H  -4.97  1.31  -1.27
N  8.20  -1.89  -1.12
O  -3.47  -6.64  0.24
C  -4.67  -2.04  -4.59
H  0.65  -1.15  1.87
H  1.22  9.16  0.25
H  4.68  1.00  4.50
H  3.06  -8.76  -2.71
H  3.58  2.48  2.23
O  -2.19  -5.56  4.32
H  2.36  0.01  4.44
N  -1.02  1.92  -5.33
C  -5.68  0.53  -0.99
H  -8.53  -2.85  0.77
H  -2.94  2.07  -6.01
C  -4.58  -6.94  4.25
F  4.60  1.21  -1.20
H  3.32  -3.29  -3.52
H  -6.12  -2.68  2.41
C  2.99  -6.39  -1.08
S  -3.45  -5.21  0.43
S  1.34  -5.30  2.62
O  3.49  0.47  -4.84
F  -7.24  4.05  5.07
O  -5.12  5.87  3.80
H  7.76  -5.85  2.07
H  8.35  0.23  -0.52
C  -0.96  3.45  -5.01
H  6.57  -3.21  -0.68
F  -3.23  0.42  6.35
O  -2.51  3.62  -2.85
H  8.60  -6.09  0.51
F  2.72  1.61  -2.29
C  -7.14  2.14  -1.67
O  1.35  -3.88  -3.79
C  3.60  -7.88  -3.05
O  0.23  10.31  -1.18
F  3.90  -4.60  2.75
S  -4.63  4.88  4.76
F  -3.97  -8.07  4.73
H  2.49  -0.44  7.15
H  -4.53  3.93  -2.66
C  6.73  -2.13  -0.61
H  10.65  -2.91  -2.49
H  -4.35  -0.93  0.13
C  0.90  -7.07  -4.34
H  -0.99  1.15  0.37
C  8.54  -5.48  1.41
F  -5.84  -6.69  4.79
H  7.67  -2.64  -3.08
H  6.02  -1.68  -1.31
O  -3.73  -5.26  6.18
H  0.48  -2.15  0.42
H  -0.68  9.33  1.96
H  4.60  -7.80  -2.60
H  -5.14  -1.17  2.66
C  0.38  11.70  -1.44
C  -5.23  -0.29  0.19
H  -3.54  4.27  -1.16
H  -1.42  0.83  -1.99
H  3.11  0.60  8.43
F  2.70  -3.45  1.26
H  -2.04  0.66  -6.63
C  -1.68  0.53  0.94
C  -6.73  -2.26  -0.28
H  1.11  1.76  -5.00
H  -0.34  12.34  -0.93
O  -4.91  0.66  -4.47
H  -3.60  5.41  -2.46
H  -1.78  6.63  2.89
H  1.66  0.04  -6.57
O  -1.48  -2.56  4.80
H  0.05  -0.05  -7.09
S  -3.55  -5.36  4.74
H  -0.42  2.17  -2.61
H  -1.51  10.30  0.75
C  8.48  -2.81  -2.38
H  -8.34  1.13  2.61
H  -1.62  -1.26  -0.18
F  -6.30  3.14  3.48
H  2.34  0.11  2.70
C  -2.76  -4.40  -1.13
H  8.22  -3.83  -2.08
C  0.64  0.14  -6.20
H  0.18  11.79  -2.51
H  -8.04  -1.30  2.09
S  -5.36  -0.37  -5.40
F  -2.96  -3.08  -1.06
O  -6.95  1.11  -0.71
H  1.43  0.91  7.81
H  -6.30  2.78  -1.91
H  -8.14  -3.87  -0.56
H  -0.15  -7.31  -4.50
H  1.23  -1.90  -3.77
H  0.83  10.76  0.75
Pd  -1.85  -3.59  3.01
C  -1.25  5.69  -0.30
H  -2.07  5.31  0.31
H  1.39  12.06  -1.25
C  2.43  0.56  7.58
C  -0.75  1.14  -2.79
H  -4.95  0.34  1.03
H  3.94  2.97  4.69
H  -2.55  9.38  -1.02
H  9.43  -5.47  2.05
H  -3.29  7.22  3.22
H  4.39  -5.25  -3.24
O  -2.55  -4.87  1.55
H  -7.26  -4.08  0.90
O  8.33  -4.25  0.89
O  1.69  -5.99  3.86
N  -6.32  -1.21  0.81
H  -1.67  0.02  -4.46
F  -5.32  -3.08  -5.25